[1]
C58H47CrN3O2P2S2 | the ωB97M-V functional and the def2-TZVPD basis

Computed properties:
* spin multiplicity: 2
* ⟨S²⟩: 0.791
* charge: +3
* E_HOMO (spin up / spin down): -15.3 / -15.3 eV
* max |F|: 1.68 eV Å⁻¹
* E_tot: -5075.83105 Ha

```
115
C58H47CrN3O2P2S2 | the Open Molecules 2025 dataset | the ωB97M-V functional and the def2-TZVPD basis
Cr 0.40180 -0.41511 0.32087
O 2.41770 -0.18326 0.45523
S 2.81312 -0.06974 -1.05771
C 3.78682 1.40771 -0.97587
C 5.11398 1.59148 -1.33028
C 5.66424 2.85566 -1.16770
C 4.89694 3.89901 -0.67002
C 3.56857 3.69474 -0.31790
C 2.98821 2.44031 -0.46010
P 1.18351 2.18965 -0.12450
C 0.91455 2.71564 1.59089
C 1.95187 3.06088 2.45558
C 1.66974 3.43253 3.76542
C 0.35811 3.45680 4.21867
C -0.67960 3.09898 3.36408
C -0.40474 2.72395 2.05702
C 0.53760 3.49419 -1.20400
C -0.15699 4.60511 -0.74038
C -0.63684 5.54429 -1.65110
C -0.43393 5.36996 -3.01163
C 0.25704 4.25464 -3.47761
C 0.73511 3.31835 -2.57731
C 3.73626 -1.56706 -1.27664
C 4.88108 -1.71161 -2.04514
C 5.45354 -2.97080 -2.15856
C 4.86478 -4.06465 -1.54211
C 3.67993 -3.91416 -0.83468
C 3.08941 -2.66295 -0.70009
P 1.44556 -2.61076 0.13257
C 1.76967 -3.25578 1.78269
C 3.04697 -3.12671 2.32924
C 3.29103 -3.55878 3.62519
C 2.26739 -4.11840 4.37914
C 0.98769 -4.22272 3.84864
C 0.73252 -3.77960 2.55994
C 0.52997 -3.78856 -0.90745
C -0.20082 -4.88019 -0.45647
C -0.89060 -5.67809 -1.36478
C -0.84633 -5.39829 -2.72139
C -0.10452 -4.31496 -3.18295
C 0.57133 -3.51188 -2.28097
H 5.73047 0.79091 -1.70436
H 6.70074 3.01963 -1.43562
H 5.33532 4.88408 -0.55903
H 2.97323 4.51931 0.05815
H 2.98147 3.04092 2.11792
H 2.47818 3.71564 4.42895
H 0.14403 3.76345 5.23548
H -1.70649 3.12928 3.71214
H -1.21507 2.44527 1.39108
H -0.31480 4.75601 0.32077
H -1.16416 6.41942 -1.28995
H -0.80775 6.10681 -3.71231
H 0.42729 4.12521 -4.54024
H 1.27276 2.44586 -2.93988
H 5.32215 -0.87901 -2.57044
H 6.36120 -3.09195 -2.73695
H 5.31288 -5.04533 -1.63609
H 3.19706 -4.78140 -0.39720
H 3.85554 -2.70660 1.74404
H 4.28627 -3.46849 4.04219
H 2.46786 -4.47718 5.38186
H 0.19042 -4.66154 4.43723
H -0.27719 -3.83356 2.16791
H -0.21559 -5.15031 0.59044
H -1.44796 -6.53543 -1.00717
H -1.37019 -6.03564 -3.42344
H -0.04443 -4.10749 -4.24466
H 1.15811 -2.67664 -2.65131
N -1.99629 -1.44128 2.28300
C -0.88120 -0.98393 2.96715
C -0.94858 -1.02380 4.35999
C 0.11874 -0.59354 5.10215
C 1.25255 -0.12141 4.44090
C 1.25286 -0.10715 3.07656
N 0.19960 -0.52929 2.32025
C -2.22806 -1.68122 0.95508
C -3.40714 -2.34116 0.60154
C -3.66727 -2.58529 -0.72229
C -2.76017 -2.15746 -1.70064
C -1.64109 -1.51162 -1.29054
N -1.35987 -1.26195 0.02286
H -2.73727 -1.75230 2.88657
H -1.84563 -1.40070 4.83907
H 0.08014 -0.62711 6.18545
H 2.11971 0.23234 4.98151
H 2.11379 0.24568 2.53553
H -4.09636 -2.65877 1.37505
H -4.57572 -3.10347 -1.00668
H -2.93636 -2.31785 -2.75730
H -0.93237 -1.12359 -2.00613
O -1.29536 1.21663 -0.94337
S -2.25248 2.13596 -1.70391
C -3.46724 2.65345 -0.51716
C -4.18844 3.80683 -0.79546
C -5.15361 4.22653 0.10977
C -5.37179 3.50732 1.27940
C -4.63216 2.36118 1.55007
C -3.67212 1.92490 0.64591
C -3.23665 1.07884 -2.75855
C -4.53057 0.66342 -2.46937
C -5.19962 -0.13785 -3.38699
C -4.58086 -0.51925 -4.57155
C -3.28287 -0.10144 -4.85340
C -2.61255 0.71190 -3.95170
H -4.00020 4.36916 -1.70583
H -5.73482 5.11845 -0.09643
H -6.12008 3.84498 1.98517
H -4.80648 1.80643 2.46423
H -3.08583 1.03061 0.82696
H -5.02179 0.96244 -1.55053
H -6.21769 -0.45052 -3.18231
H -5.12095 -1.12473 -5.29042
H -2.80882 -0.38253 -5.78648
H -1.61399 1.08108 -4.17446
```

Results of the Löwdin charge analysis, in e, for atoms 1 through 8: Cr 0.643; O -0.684; S 1.078; C -0.343; C -0.031; C -0.020; C -0.011; C -0.054

---

[2]
C58H48IrP3S2Si | the ωB97M-V functional and the def2-TZVPD basis

Computed properties:
* spin multiplicity: 2
* energy above the lowest of the compared OMol25 structures with the same formula, charge and spin: 46.0 kcal per mole
* ⟨S²⟩: 0.871
* charge: +1
* E_HOMO (spin up / spin down): -9.5 / -9.9 eV
* max |F|: 1.78 eV Å⁻¹
* E_tot: -4453.15924 Ha

```
113
C58H48IrP3S2Si | the Open Molecules 2025 dataset | the ωB97M-V functional and the def2-TZVPD basis
Ir -0.73366 -0.00854 0.08748
C -3.07774 3.90252 -3.61465
C -2.37036 2.94168 -4.31915
C -1.35296 2.22117 -3.70612
C -1.02401 2.46460 -2.37703
C -1.75774 3.42113 -1.66807
C -2.77219 4.14038 -2.28211
P 0.29105 1.56439 -1.47500
C 1.58960 2.84765 -1.23942
C 1.28371 4.17216 -0.93373
C 2.29240 5.11847 -0.81104
C 3.61924 4.75841 -0.98378
C 3.93811 3.43740 -1.26643
C 2.93301 2.48878 -1.38128
C 1.11467 0.54654 -2.75577
C 1.62261 1.16434 -3.90480
C 2.28782 0.42947 -4.87060
C 2.43216 -0.94324 -4.70867
C 1.91437 -1.55955 -3.58168
C 1.27594 -0.82163 -2.57347
Si 0.53857 -1.69144 -1.06758
C 1.44276 -2.39870 0.46775
C 1.19535 -3.74378 0.78664
C 1.75861 -4.34150 1.90537
C 2.61237 -3.61879 2.72101
C 2.86968 -2.28738 2.43600
C 2.25962 -1.65912 1.35214
P 2.53970 0.10707 0.97689
C 4.26755 -0.01897 0.31974
C 4.42295 -0.38895 -1.01613
C 5.67460 -0.71570 -1.52111
C 6.78838 -0.67340 -0.69533
C 6.64826 -0.28155 0.62920
C 5.39655 0.04561 1.13780
C 2.80664 0.97262 2.57062
C 3.44516 2.21611 2.52028
C 3.61025 2.97949 3.66654
C 3.13034 2.52057 4.88698
C 2.49233 1.29234 4.95046
C 2.33490 0.52111 3.80300
C -0.52208 -3.08346 -1.71339
C -0.03139 -4.21761 -2.37155
C -0.89265 -5.21574 -2.79914
C -2.25853 -5.10258 -2.56075
C -2.75424 -3.99396 -1.89493
C -1.88409 -2.98259 -1.48042
P -2.53242 -1.46915 -0.68134
C -3.74877 -2.11589 0.49458
C -5.05899 -2.41519 0.12351
C -5.92824 -2.97534 1.04842
C -5.50166 -3.23718 2.34380
C -4.19905 -2.93628 2.71801
C -3.32511 -2.37699 1.79691
C -3.46161 -0.70948 -2.04454
C -2.97830 -0.83405 -3.34746
C -3.63694 -0.21194 -4.39740
C -4.76644 0.55721 -4.15304
C -5.22850 0.71787 -2.85524
C -4.57934 0.08975 -1.80117
H -3.87161 4.45808 -4.10125
H -2.60848 2.75540 -5.35942
H -0.81369 1.47768 -4.27767
H -1.54937 3.59293 -0.62018
H -3.31628 4.89064 -1.72054
H 0.25939 4.48709 -0.80858
H 2.03534 6.14684 -0.58944
H 4.40351 5.50107 -0.89906
H 4.97057 3.13553 -1.39672
H 3.20320 1.46903 -1.60591
H 1.50235 2.23359 -4.03527
H 2.69716 0.92508 -5.74190
H 2.94600 -1.52963 -5.46201
H 2.02047 -2.63388 -3.47623
H 0.55638 -4.33303 0.13965
H 1.53923 -5.37989 2.13046
H 3.06570 -4.08696 3.58734
H 3.53447 -1.72382 3.07910
H 3.55681 -0.43230 -1.66694
H 5.77762 -1.01030 -2.55935
H 7.76406 -0.94591 -1.07990
H 7.51413 -0.23701 1.27949
H 5.30300 0.34560 2.17342
H 3.83435 2.58526 1.57918
H 4.11973 3.93430 3.60365
H 3.26777 3.11544 5.78285
H 2.11847 0.92088 5.89786
H 1.86021 -0.44405 3.87898
H 1.03539 -4.33243 -2.53478
H -0.50104 -6.08478 -3.31418
H -2.93547 -5.88048 -2.89171
H -3.81792 -3.91215 -1.70940
H -5.40608 -2.21167 -0.88163
H -6.94330 -3.21450 0.75342
H -6.18477 -3.67562 3.06064
H -3.86125 -3.14047 3.72771
H -2.31200 -2.13691 2.08622
H -2.09150 -1.42902 -3.54036
H -3.27077 -0.33327 -5.41029
H -5.28925 1.03218 -4.97548
H -6.10159 1.33102 -2.66242
H -4.94249 0.21988 -0.78917
C -1.92221 0.98074 4.57383
C -1.90518 0.83399 3.07455
S -0.85746 -0.33411 2.43852
C -2.75398 1.56116 2.26311
C -3.77993 2.49889 2.85709
S -2.72307 1.40546 0.58264
H -1.16692 0.34670 5.03378
H -2.89908 0.70585 4.98443
H -1.72579 2.01659 4.86167
H -4.52626 1.93794 3.42798
H -4.28928 3.05790 2.07689
H -3.30613 3.20455 3.54494
```

Results of the Löwdin charge analysis, in e, for atoms 1 through 8: Ir 0.412; C -0.072; C -0.080; C -0.085; C -0.348; C -0.178; C -0.066; P 0.960

---

[3]
C58H48NO45P2S2 | the ωB97M-V functional and the def2-TZVPD basis

Computed properties:
* energy above the lowest of the compared OMol25 structures with the same formula, charge and spin: 0.0 kcal per mole
* charge: -1
* E_HOMO: -7.1 eV
* max |F|: 0.69 eV Å⁻¹
* E_tot: -7158.77375 Ha

```
156
C58H48NO45P2S2 | the Open Molecules 2025 dataset | the ωB97M-V functional and the def2-TZVPD basis
C 2.46391 -0.43844 0.02317
C 1.15950 -0.05910 -0.66289
O 0.32963 -1.20542 -0.76884
C -0.98032 -1.01806 -0.27868
C -1.73597 -2.31370 -0.48995
O -2.99911 -2.14606 0.16552
S -3.72556 -3.50805 0.60727
O -3.70936 -4.38328 -0.53552
O -3.05749 -3.96819 1.79519
N -5.21632 -3.01910 0.83846
S -5.62374 -2.00496 2.00047
O -4.55666 -1.48898 2.82479
O -6.80287 -2.49935 2.68331
P -6.14388 -0.34354 0.73277
P -7.84414 -1.14819 -0.39737
O -9.16494 -0.63362 -0.01035
O -7.41706 -0.79744 -1.91634
O -7.71371 -2.72083 -0.36590
H 3.22546 0.32492 -0.15959
H 2.83374 -1.39658 -0.34292
H 2.31144 -0.50717 1.10115
H 1.33230 0.36592 -1.66051
H 0.64475 0.71332 -0.07591
H -0.97509 -0.78352 0.79489
H -1.48812 -0.19468 -0.80155
H -1.17699 -3.14664 -0.05371
H -1.90119 -2.52194 -1.54972
H -6.84391 0.45916 1.66161
H -7.17856 0.13348 -2.00932
H -6.79827 -3.06675 -0.38632
C 4.81741 -2.59421 5.90856
C 4.76568 -1.63487 4.97465
C 4.00746 -1.80556 3.67101
O 4.03928 -0.85591 2.90541
C 3.32097 -3.04802 3.41395
C 3.37199 -4.01052 4.34825
C 4.12045 -3.83701 5.65815
O 4.08700 -4.77998 6.42830
O 2.78849 -5.18980 4.22686
O 5.35943 -0.45476 5.08081
H 5.35421 -2.48041 6.83944
H 2.78597 -3.16275 2.48137
H 2.97798 -5.67439 5.05501
H 5.12829 0.02490 4.25802
C 6.63636 -1.32271 -2.12113
C 7.83379 -1.54375 -2.67906
C 9.02972 -2.03205 -1.88769
O 10.05954 -2.20175 -2.51670
C 8.88226 -2.25664 -0.46739
C 7.68814 -2.02658 0.09520
C 6.48893 -1.55095 -0.70200
O 5.46406 -1.38420 -0.06654
O 7.42255 -2.17751 1.38474
O 8.09749 -1.34921 -3.96453
H 5.78054 -0.96986 -2.68017
H 9.74250 -2.59153 0.09436
H 6.47682 -1.93353 1.48243
H 9.02802 -1.62415 -4.09885
C -8.56666 4.90606 1.48797
C -9.13110 5.71174 0.57955
C -8.91953 5.52752 -0.90891
O -9.49761 6.33415 -1.62927
C -8.08290 4.45567 -1.37503
C -7.51626 3.64276 -0.46683
C -7.72673 3.81719 1.02802
O -7.17128 3.01870 1.75464
O -6.73155 2.63986 -0.79384
O -9.92558 6.73280 0.87504
H -8.71416 5.02731 2.55140
H -7.93697 4.33565 -2.43933
H -6.45578 2.18616 0.02147
H -10.20205 7.11416 0.01629
C 7.55369 4.52765 -1.76421
C 8.02013 3.42191 -1.16737
C 8.23108 2.11904 -1.91274
O 8.67754 1.19240 -1.25567
C 7.89105 2.05194 -3.31432
C 7.41427 3.15620 -3.90889
C 7.22720 4.47037 -3.16984
O 6.80768 5.40280 -3.83192
O 7.06758 3.21843 -5.18433
O 8.33940 3.35917 0.11654
H 7.41198 5.45724 -1.23156
H 8.02515 1.11657 -3.84050
H 6.76288 4.13718 -5.33215
H 8.65153 2.44612 0.27655
C -6.28427 -1.46082 7.46731
C -6.53478 -1.37767 6.14179
C -6.94580 -0.05999 5.48699
O -7.12392 -0.09549 4.29007
C -7.10447 1.11930 6.31934
C -6.85370 1.01234 7.62849
C -6.41659 -0.28712 8.27715
O -6.21214 -0.22811 9.48496
O -6.95366 2.01345 8.49895
O -6.45877 -2.40445 5.33525
H -5.99039 -2.38613 7.94208
H -7.41097 2.04276 5.84843
H -6.70078 1.61331 9.35821
H -6.67498 -2.14801 4.40112
C 11.83721 5.43596 0.85977
C 12.81164 5.23555 1.75867
C 12.78162 5.85123 3.14621
O 13.72299 5.58159 3.87161
C 11.67003 6.69780 3.51203
C 10.69563 6.89925 2.61276
C 10.71884 6.27216 1.23055
O 9.76892 6.52281 0.51078
O 9.62915 7.65129 2.83060
O 13.88414 4.49178 1.53839
H 11.85139 4.99884 -0.12852
H 11.65813 7.13989 4.49798
H 9.09687 7.60370 2.01040
H 14.40478 4.52572 2.36695
C -13.06011 4.00643 -4.53326
C -12.43188 4.77086 -3.62401
C -12.98655 6.11416 -3.17127
O -12.35284 6.70290 -2.31711
C -14.20963 6.60328 -3.77252
C -14.82547 5.83914 -4.68386
C -14.29055 4.48497 -5.11055
O -14.95819 3.88820 -5.93992
O -15.95161 6.17176 -5.29975
O -11.29414 4.42777 -3.04950
H -12.67600 3.04828 -4.85334
H -14.59016 7.56506 -3.45956
H -16.15244 5.41741 -5.89217
H -11.01318 5.15756 -2.45890
C 6.69190 -3.56239 -9.44802
C 7.60251 -3.73130 -8.47908
C 7.51937 -3.00644 -7.14896
O 8.40368 -3.25424 -6.34654
C 6.43099 -2.08805 -6.91501
C 5.51947 -1.91802 -7.88448
C 5.59244 -2.65354 -9.21068
O 4.69959 -2.41974 -10.00549
O 4.47968 -1.10619 -7.78924
O 8.65204 -4.53347 -8.57426
H 6.74283 -4.07599 -10.39740
H 6.39082 -1.57026 -5.96727
H 3.98970 -1.19520 -8.63165
H 9.12200 -4.45433 -7.71872
C -3.05262 -7.15303 2.22885
C -1.84049 -7.67757 1.99802
C -1.58914 -9.17013 1.92735
O -0.44237 -9.52366 1.70023
C -2.69376 -10.07996 2.13301
C -3.90648 -9.55997 2.36686
C -4.15904 -8.06054 2.42177
O -5.31480 -7.73812 2.63444
O -5.00258 -10.27500 2.57214
O -0.74159 -6.95606 1.80847
H -3.23073 -6.08425 2.27639
H -2.50559 -11.14332 2.09105
H -5.71121 -9.60695 2.70220
H -0.02581 -7.60339 1.65709
```

Results of the Löwdin charge analysis, in e, for atoms 1 through 8: C -0.082; C -0.274; O -0.149; C -0.200; C -0.187; O -0.268; S 0.481; O -0.287